## one
The molecule C7H8. Source: OMol25; level of theory: ωB97M-V with the def2-TZVPD basis set.

XYZ file:
```
15
Properties=species:S:1:pos:R:3:nbo_charge:R:1
C 2.96004 0.78499 -0.26928 -0.2601
C 1.77220 0.89163 -0.43808 0.0091
C 0.30862 0.95328 -0.51663 -0.4694
C -0.31229 -0.11852 0.41386 -0.2869
C -0.14826 -1.52218 -0.17987 -0.5936
C -1.71866 0.18088 0.71967 0.0097
C -2.86328 0.42342 1.00446 -0.2549
H 4.01385 0.70138 -0.11836 0.2402
H -0.03069 0.79004 -1.54750 0.2345
H -0.03646 1.95029 -0.22238 0.2452
H 0.24159 -0.07675 1.36036 0.2361
H -0.77472 -1.63560 -1.07066 0.2098
H 0.89669 -1.68769 -0.46223 0.2215
H -0.43946 -2.28970 0.54223 0.2192
H -3.87610 0.63517 1.27053 0.2397
```

Values from the calculation:
lowest unoccupied orbital energy = 0.0381 hartree
orbital gap = 0.4036 Eh
HOMO energy = -0.3654 Eh
structure (SMILES) = C#CC[C@H](C)C#C

---

## two
The molecule C7H8. Source: OMol25; level of theory: ωB97M-V with the def2-TZVPD basis set.

XYZ file:
```
15
Properties=species:S:1:pos:R:3:nbo_charge:R:1
C 2.07231 0.17307 0.06168 -0.6175
C 0.58752 -0.18821 -0.02490 0.0082
C -0.71999 -1.29827 -0.26156 -0.2045
C -1.48100 -0.12890 -0.81099 -0.2468
C -1.49862 -0.42535 0.68142 -0.2459
C -0.33746 0.53718 0.89752 -0.2320
C -0.31689 0.83463 -0.62814 -0.2377
H 2.15989 1.26955 0.22603 0.2203
H 2.58392 -0.29023 0.90964 0.2129
H 2.63012 -0.02937 -0.85614 0.2140
H -1.11717 -2.30486 -0.47728 0.2289
H -2.22641 -0.12350 -1.59842 0.2256
H -2.27944 -0.70107 1.38233 0.2266
H -0.06855 1.08088 1.79960 0.2240
H -0.00362 1.63619 -1.29611 0.2240
```

Values from the calculation:
lowest unoccupied orbital energy = 0.0457 hartree
orbital gap = 0.3601 Eh
HOMO energy = -0.3145 Eh
structure (SMILES) = C[C@@]12[C@@H]3[C@H]4[C@@H]3[C@@H]1[C@H]42

---

## three
The molecule C7H8. Source: OMol25; level of theory: ωB97M-V with the def2-TZVPD basis set.

XYZ file:
```
15
Properties=species:S:1:pos:R:3:nbo_charge:R:1
C -0.28119 2.07817 -0.80012 -0.6510
C 0.13352 0.68912 -0.28543 0.0138
C -0.41748 0.39821 1.04864 -0.2157
C -0.58502 -0.91859 1.44011 -0.2523
C -0.25539 -1.95309 0.55365 -0.2198
C 0.49695 -1.68882 -0.61209 -0.2389
C 0.90355 -0.38014 -0.79800 -0.2118
H -1.16371 2.61626 -0.40698 0.2374
H 0.58349 2.76503 -0.81259 0.2213
H -0.47494 1.83367 -1.90900 0.2292
H -0.38352 1.30697 1.74933 0.2191
H -1.05910 -1.03888 2.37578 0.2136
H -0.44557 -2.96171 0.96610 0.2149
H 1.00490 -2.54620 -1.12201 0.2251
H 1.94350 -0.20000 -1.38738 0.2154
```

Values from the calculation:
lowest unoccupied orbital energy = 0.0326 hartree
orbital gap = 0.3413 Eh
HOMO energy = -0.3088 Eh
structure (SMILES) = Cc1ccccc1

---

## four
The molecule C7H8. Source: OMol25; level of theory: ωB97M-V with the def2-TZVPD basis set.

XYZ file:
```
15
Properties=species:S:1:pos:R:3:nbo_charge:R:1
C -2.71286 0.65049 0.74093 -0.2544
C -1.62543 0.16562 0.55207 0.0146
C -0.29687 -0.44392 0.32656 -0.3101
C -0.40390 -1.89917 -0.10896 -0.5804
C 0.42713 0.34794 -0.72966 -0.3159
C 1.53732 0.98484 -0.54299 0.1396
C 2.43816 1.85288 -0.21010 -0.5503
H -3.67943 1.07865 0.90488 0.2400
H 0.25318 -0.37476 1.27611 0.2351
H -0.90902 -1.94745 -1.07946 0.2101
H 0.60672 -2.30309 -0.22090 0.2143
H -0.96331 -2.49387 0.61476 0.2148
H -0.00487 0.44061 -1.71508 0.2338
H 1.84095 2.20046 0.66164 0.2689
H 3.49223 1.74077 -0.46980 0.2399
```

Values from the calculation:
lowest unoccupied orbital energy = 0.0369 hartree
orbital gap = 0.3620 Eh
HOMO energy = -0.3251 Eh
structure (SMILES) = C#C[C@@H](C)C=C=C

---

So which one wins? Going from most stable to least: three, one, four, two.

---

## one
The molecule C3H3N3O2. Source: OMol25; level of theory: ωB97M-V with the def2-TZVPD basis set.

XYZ file:
```
11
Properties=species:S:1:pos:R:3:nbo_charge:R:1
H -3.03551 -0.66201 -0.01674 0.3614
N -2.19575 -1.23795 0.00086 -0.6541
C -1.18871 -0.49536 0.00230 0.6249
N -1.11452 0.88527 -0.02679 -0.5404
C 0.01883 1.47036 0.00629 0.3136
N 1.24050 0.85661 0.00567 -0.6203
C 1.10882 -0.42992 -0.03579 0.8656
O 2.17720 -1.20073 0.00577 -0.6225
O 0.01278 -1.12700 0.02183 -0.4337
H -0.00139 2.56172 0.08613 0.1906
H 2.97774 -0.62100 -0.04954 0.5150
```

Values from the calculation:
lowest unoccupied orbital energy = 0.0120 hartree
orbital gap = 0.3697 Eh
HOMO energy = -0.3577 Eh
structure (SMILES) = [H]/N=c1\ncnc(O)o1

---

## two
The molecule C3H3N3O2. Source: OMol25; level of theory: ωB97M-V with the def2-TZVPD basis set.

XYZ file:
```
11
Properties=species:S:1:pos:R:3:nbo_charge:R:1
H -0.86326 -2.17351 1.06985 0.3482
N -1.15821 -1.46635 0.44529 -0.6747
C -0.04796 -0.65985 0.42531 0.3028
N 1.05707 -0.61307 1.29230 -0.2130
N 1.73558 0.43285 1.41038 0.2377
O 1.64304 1.34172 0.22901 -0.3663
C 0.51689 1.27587 -0.61556 0.0993
C -0.25849 0.25621 -0.65269 0.1743
O -1.30433 0.04097 -1.41654 -0.6591
H 0.73084 2.03859 -1.31634 0.2126
H -2.05118 -0.47343 -0.87100 0.5381
```

Values from the calculation:
lowest unoccupied orbital energy = -0.0395 hartree
orbital gap = 0.3040 Eh
HOMO energy = -0.3435 Eh
structure (SMILES) = [H]/N=c1\nnocc1O

---

## three
The molecule C3H3N3O2. Source: OMol25; level of theory: ωB97M-V with the def2-TZVPD basis set.

XYZ file:
```
11
Properties=species:S:1:pos:R:3:nbo_charge:R:1
O -2.79292 0.57159 -0.81037 -0.5029
N -1.56387 1.01482 -1.19194 -0.1227
C -0.44565 0.60798 -0.49704 0.4960
N -0.66053 -0.51087 0.48359 -0.4984
C 0.34535 -1.10285 0.94166 0.2765
N 1.66987 -0.73917 0.44362 -0.4973
C 1.78512 0.31578 -0.13359 0.4208
O 0.72228 1.32942 -0.38534 -0.4665
H -2.44663 -0.26926 -0.25606 0.4764
H 0.51720 -1.86855 1.68732 0.2112
H 2.86978 0.65109 -0.28187 0.2068
```

Values from the calculation:
lowest unoccupied orbital energy = -0.0164 hartree
orbital gap = 0.3164 Eh
HOMO energy = -0.3327 Eh
structure (SMILES) = O/N=c1\ncnco1

---

So which one wins? Going from most stable to least: one, three, two.

---

## one
The molecule C6H6S. Source: OMol25; level of theory: ωB97M-V with the def2-TZVPD basis set.

XYZ file:
```
13
Properties=species:S:1:pos:R:3:nbo_charge:R:1
C 1.50208 1.47887 -0.04954 -0.4452
C 0.13747 1.24408 -0.29330 -0.1133
C 2.38629 0.49832 0.02656 -0.0364
C -0.02106 -1.20655 0.54901 -0.3955
C -0.39362 -0.00603 -0.37707 -0.3137
C 0.19960 -1.29357 -0.85384 -0.1814
S 3.71040 -0.37687 0.02385 0.1814
H 1.87572 2.40387 0.28687 0.2659
H -0.52887 2.11487 -0.35948 0.2163
H 0.81884 -0.90409 1.20049 0.2326
H -0.83360 -1.80427 0.86218 0.2090
H -1.37640 -0.01020 -0.73674 0.2223
H -0.47386 -1.92856 -1.24259 0.1579
```

Values from the calculation:
lowest unoccupied orbital energy (spin up / spin down) = -0.0130 / -0.0216 hartree
orbital gap (spin up / spin down) = 0.2891 / 0.2298 Eh
HOMO energy (spin up / spin down) = -0.3020 / -0.2514 Eh

---

## two
The molecule C6H6S. Source: OMol25; level of theory: ωB97M-V with the def2-TZVPD basis set.

XYZ file:
```
13
Properties=species:S:1:pos:R:3:nbo_charge:R:1
C 1.27996 -0.60662 0.17469 -0.2374
C 0.30067 -1.57975 0.13201 -0.1736
C -0.87859 -0.68847 -0.20481 -0.3201
S -2.62321 -0.19786 -0.05506 0.2030
C -1.21524 0.54962 0.49021 -0.4436
C -0.19220 1.44453 -0.08875 -0.1743
C 0.98277 0.78616 -0.08190 -0.2316
H 2.39410 -0.97655 0.00001 0.2236
H 0.19798 -2.76278 -0.06261 0.2564
H -0.82287 -0.36373 -1.20576 0.2200
H -1.24317 0.59672 1.61180 0.2374
H -0.14519 2.49861 -0.26762 0.2229
H 1.96498 1.30012 -0.44220 0.2174
```

Values from the calculation:
lowest unoccupied orbital energy = 0.0111 hartree
orbital gap = 0.3265 Eh
HOMO energy = -0.3154 Eh
structure (SMILES) = C1=C[C@H]2S[C@@H]2C=C1

---

## three
A structure of composition C6H6S. Source: OMol25; level of theory: ωB97M-V with the def2-TZVPD basis set.

XYZ file:
```
13
Properties=species:S:1:pos:R:3:nbo_charge:R:1
C 0.19971 -0.88575 0.57994 -0.1591
C -1.07433 -0.34586 0.36360 -0.2411
C -1.32912 0.83854 -0.34171 -0.2048
C -0.10324 1.50489 -0.69189 -0.2268
C 1.19707 0.97611 -0.35084 -0.2153
C 1.36389 -0.25876 0.14908 -0.2396
H -0.90997 -2.63270 1.91282 0.1515
H -1.92343 -0.99559 0.57114 0.2193
H -2.41681 1.13342 -1.13125 0.2489
H 0.15837 2.49593 -1.44871 0.2288
H 2.15037 1.51589 -0.59257 0.2166
H 2.43502 -0.67421 0.13780 0.2352
S 0.25247 -2.67191 0.84258 -0.0136
```

Values from the calculation:
lowest unoccupied orbital energy = 0.0143 hartree
orbital gap = 0.3250 Eh
HOMO energy = -0.3107 Eh

---

So which one wins? Going from most stable to least: three, two, one.

---

## one
A structure of composition C6H6S. Source: OMol25; level of theory: ωB97M-V with the def2-TZVPD basis set.

XYZ file:
```
13
Properties=species:S:1:pos:R:3:nbo_charge:R:1
C -2.14878 0.26812 -1.55520 -0.7171
C -0.60076 0.12539 -1.19880 0.1010
C 0.42234 0.09798 -0.68489 -0.1416
C 1.64399 0.19383 -0.10938 -0.1589
C 1.69103 -0.11757 1.24146 -0.2591
C 0.54731 -0.66978 1.83297 -0.2788
H -2.34162 1.59059 -1.06210 0.2595
H -1.99466 0.08897 -2.72964 0.2646
H -2.99203 -0.52574 -0.89619 0.2662
H 2.55861 0.03744 1.84755 0.2340
H -0.43330 -0.60207 1.41258 0.2110
H 0.68000 -1.13715 2.93544 0.2091
S 2.96788 0.64999 -1.03380 0.0100
```

Values from the calculation:
lowest unoccupied orbital energy = -0.0432 hartree
orbital gap = 0.2719 Eh
HOMO energy = -0.3151 Eh

---

## two
The molecule C6H6S. Source: OMol25; level of theory: ωB97M-V with the def2-TZVPD basis set.

XYZ file:
```
13
Properties=species:S:1:pos:R:3:nbo_charge:R:1
C -0.98247 -0.75768 0.57843 -0.2501
C -0.06326 -0.25096 1.48510 -0.1802
C 1.12634 0.11638 0.74006 -0.4125
S 2.26892 1.45638 0.46914 0.1978
C 0.62060 1.09716 -0.35758 -0.3003
C 0.01685 0.25207 -1.49933 -0.1981
C -0.75185 -0.67174 -0.88845 -0.2349
H -1.96327 -1.07700 0.90613 0.2216
H -0.31992 -0.19727 2.59223 0.2370
H 1.47751 -0.79737 0.11914 0.2361
H -0.09367 1.75707 0.10732 0.2250
H -0.00376 0.35234 -2.62940 0.2383
H -1.33201 -1.27936 -1.62279 0.2204
```

Values from the calculation:
lowest unoccupied orbital energy = 0.0149 hartree
orbital gap = 0.3354 Eh
HOMO energy = -0.3205 Eh
structure (SMILES) = C1=C[C@@H]2S[C@H]2C=C1

---

## three
The molecule C6H6S. Source: OMol25; level of theory: ωB97M-V with the def2-TZVPD basis set.

XYZ file:
```
13
Properties=species:S:1:pos:R:3:nbo_charge:R:1
C 2.28983 -2.63965 0.35093 -0.1798
C 1.48142 -1.73902 0.29239 -0.0482
C 0.46210 -0.72969 0.17987 0.0344
C -0.69257 -0.92648 1.12904 -0.6496
C 0.62380 0.26840 -0.71389 -0.2681
C -0.23116 1.41842 -0.95942 -0.2997
S -1.57758 1.87895 -0.19007 0.0290
H 2.96124 -3.45937 0.35745 0.2387
H -0.67889 -0.12455 1.85402 0.2461
H -1.65522 -0.84558 0.60836 0.2480
H -0.58389 -1.88482 1.66400 0.2265
H 1.48277 0.25018 -1.34800 0.2189
H 0.11474 2.08907 -1.76823 0.2039
```

Values from the calculation:
lowest unoccupied orbital energy = -0.0377 hartree
orbital gap = 0.2802 Eh
HOMO energy = -0.3179 Eh
structure (SMILES) = C#C/C(C)=C/C=S

---

So which one wins? Going from most stable to least: three, two, one.